{
  "formula": "C19H42GaO14",
  "method": "ωB97M-V/def2-TZVPD",
  "elements": ["C", "H", "H", "O", "C", "C", "H", "H", "C", "H", "O", "H", "H", "H", "C", "C", "O", "H", "H", "H", "C", "H", "H", "C", "C", "O", "H", "O", "H", "O", "C", "C", "H", "C", "C", "O", "C", "O", "H", "C", "H", "H", "H", "O", "H", "H", "O", "H", "H", "H", "C", "O", "H", "H", "H", "H", "H", "H", "O", "C", "H", "H", "C", "H", "H", "O", "O", "H", "C", "H", "Ga", "H", "H", "H", "H", "H"],
  "xyz": [[1.434, -0.622, -3.242], [4.194, -6.478, 1.462], [1.823, -2.291, -4.541], [-2.692, 1.014, 0.882], [2.378, -1.440, -4.130], [-8.112, 7.704, 3.496], [2.729, 0.242, -5.035], [-7.322, 8.454, 3.494], [-3.337, 1.539, 2.049], [-2.008, -5.114, -1.971], [6.328, -2.694, 0.856], [2.622, -7.179, 1.046], [-2.837, 6.111, 2.972], [-8.880, 8.015, 4.207], [3.128, -1.322, 0.915], [2.864, -5.109, 0.495], [1.904, -5.066, -0.572], [3.290, -0.305, 1.266], [3.948, -1.182, -2.628], [7.417, -2.206, -0.833], [8.396, -1.400, 0.919], [7.899, -0.434, 0.844], [-5.261, 2.227, 2.705], [-1.512, -5.437, -1.061], [3.407, -6.504, 0.706], [-0.113, -5.256, -1.300], [3.316, -2.843, -2.750], [-5.013, 7.130, 3.840], [-1.833, -4.821, -0.224], [2.809, -0.684, -5.261], [-3.304, 6.253, 1.999], [-2.286, 1.930, -0.008], [-3.266, 0.735, 2.780], [-4.778, 1.912, 1.778], [7.594, -2.469, 0.210], [-6.635, 5.853, 2.920], [3.580, -1.948, -3.326], [-1.762, 1.309, -1.040], [-8.561, 7.655, 2.504], [-7.565, 6.352, 3.896], [-2.773, 2.399, 2.413], [2.933, -1.315, -0.155], [-0.652, -2.795, -4.342], [-4.671, 5.820, 2.034], [-1.973, -0.730, -5.397], [2.302, -1.783, 1.448], [5.495, -0.882, -0.210], [-0.543, 2.868, -1.639], [3.832, -6.891, -0.221], [1.166, -1.272, -2.383], [-5.399, 6.348, 3.008], [0.288, -5.707, 0.874], [-3.255, 7.307, 1.726], [8.092, -3.436, 0.256], [2.404, -4.721, 1.403], [-2.074, 2.723, -2.528], [-5.324, 1.060, 1.372], [2.043, 0.207, -2.816], [4.275, -2.137, 1.214], [-1.254, 2.166, -2.075], [-1.726, -6.484, -0.849], [-8.351, 5.599, 3.924], [0.655, -5.384, -0.230], [-2.819, 5.634, 1.250], [8.525, -1.655, 1.971], [-2.398, 3.126, 0.138], [0.331, -0.108, -3.891], [-7.074, 6.394, 4.867], [5.375, -1.808, 0.547], [4.400, -2.204, -4.006], [-1.158, -1.278, -4.123], [-0.774, 1.526, -2.812], [-2.077, -1.209, -2.800], [9.382, -1.317, 0.460], [-4.832, 2.737, 1.070], [3.649, -4.423, 0.183]],
  "mulliken_charge": [-0.794, 0.385, 0.234, -0.352, 0.485, -1.087, 0.339, 0.310, -0.212, 0.234, -0.370, 0.329, 0.318, 0.354, -0.493, 0.285, -0.314, 0.339, 0.093, 0.309, -1.091, 0.311, 0.324, -0.676, -1.308, -0.305, 0.137, -0.575, 0.306, -0.575, -0.629, 0.695, 0.285, -1.058, -0.230, -0.349, -0.963, -0.188, 0.291, -0.222, 0.286, 0.110, -0.326, -0.279, -0.409, 0.228, -0.554, 0.309, 0.312, 0.323, 0.781, -0.587, 0.326, 0.310, 0.315, 0.285, 0.338, 0.353, -0.336, -0.342, 0.295, 0.298, 0.747, 0.150, 0.288, -0.600, -0.621, 0.322, 0.824, 0.417, 0.676, -0.077, -0.330, 0.360, 0.284, -0.052],
  "e_homo_ev": -4.7866,
  "multiplicity": 1,
  "total_charge": -1,
  "e_lumo_ev": 2.213
}

=====

{
  "formula": "C8H10NO3S2",
  "method": "ωB97M-V/def2-TZVPD",
  "elements": ["H", "O", "H", "C", "H", "C", "H", "C", "H", "H", "H", "S", "H", "H", "C", "C", "O", "C", "S", "O", "H", "C", "N", "C"],
  "xyz": [[-2.738, 2.174, -0.965], [-0.922, -0.202, -2.150], [-2.361, -1.874, 1.380], [0.992, -1.895, -0.470], [-1.091, 2.314, -0.062], [1.164, 1.205, -0.208], [2.586, 0.218, -1.406], [1.472, -0.693, 0.339], [1.728, -0.952, 1.299], [0.546, -1.325, -1.278], [-0.810, -1.027, 1.810], [-2.361, 0.967, 1.244], [3.390, 0.509, 0.137], [1.619, -2.719, -0.805], [2.411, 0.303, -0.286], [-1.422, -1.434, 1.058], [-2.995, -0.658, -1.240], [-2.119, 2.333, 0.003], [-0.416, -2.767, 0.259], [0.956, 2.335, -0.599], [-2.576, 3.109, 0.623], [-1.775, -0.389, -1.304], [0.499, 0.307, 0.472], [-1.598, -0.208, 0.240]],
  "mulliken_charge": [0.199, -0.671, 0.397, -0.495, 0.037, 0.443, 0.215, -0.303, 0.515, 0.229, 0.550, -0.104, 0.300, 0.328, -0.729, -1.285, -0.697, -0.507, -0.230, -0.797, 0.393, 0.417, -0.212, 1.007],
  "e_homo_ev": -4.7533,
  "multiplicity": 1,
  "relative_energy_kj_mol": 211.19,
  "total_charge": -1,
  "e_lumo_ev": 3.036
}

=====

{
  "formula": "C23H21CoNO5S",
  "method": "ωB97M-V/def2-TZVPD",
  "elements": ["C", "H", "H", "C", "H", "C", "H", "H", "H", "C", "H", "C", "O", "H", "O", "H", "H", "C", "H", "C", "O", "H", "C", "H", "H", "C", "O", "C", "C", "C", "C", "C", "H", "C", "C", "N", "Co", "H", "H", "H", "C", "H", "C", "C", "C", "C", "H", "C", "C", "H", "S", "O"],
  "xyz": [[4.055, -1.757, 0.386], [6.023, -2.604, 0.733], [-3.266, 0.870, -5.456], [-3.198, 1.113, 3.022], [-0.856, -3.737, 1.133], [-2.486, 0.254, 2.183], [-3.793, 0.492, -3.817], [-4.305, -3.791, 3.678], [-2.366, 1.606, -1.773], [-1.661, 1.763, -2.590], [3.366, 1.518, -0.214], [7.465, 1.231, 0.308], [7.379, -0.182, 0.443], [-2.489, -5.045, 2.503], [6.164, 1.734, 0.039], [-1.143, -0.248, -5.140], [-0.856, 2.567, 0.331], [3.953, 0.631, -0.019], [-4.324, -1.320, 3.562], [1.834, -0.663, 0.000], [-1.423, -0.748, -1.722], [8.134, 1.485, -0.518], [-2.596, -1.217, 2.290], [-3.833, 0.718, 3.808], [-0.918, 2.500, -2.293], [-3.552, -3.265, 3.104], [1.219, 0.288, -0.547], [6.047, -0.493, 0.368], [3.321, -0.613, 0.118], [-2.932, 0.777, -4.423], [-2.261, 3.001, 1.880], [-1.608, 0.753, 1.201], [-2.192, -1.277, -4.136], [-1.827, -0.264, -4.290], [-2.340, 2.089, -3.911], [-1.683, -1.921, 1.595], [-0.642, -0.707, 0.171], [7.845, 1.669, 1.237], [-3.099, 2.861, -3.787], [-3.633, 3.151, 3.526], [-2.560, -3.969, 2.436], [3.534, -2.698, 0.500], [-3.567, -1.884, 3.037], [-3.085, 2.484, 2.872], [-1.526, 2.139, 1.073], [5.313, 0.658, 0.116], [-2.191, 4.074, 1.738], [5.444, -1.717, 0.514], [-1.651, -3.247, 1.684], [-1.600, 2.459, -4.626], [-0.831, 0.139, -2.796], [1.199, -1.656, 0.469]],
  "mulliken_charge": [-0.448, 0.421, 0.359, -0.796, 0.444, 0.207, 0.294, 0.422, 0.314, -0.562, 0.458, -0.217, -0.488, 0.382, -0.491, 0.379, 0.502, -1.077, 0.297, 0.675, -0.649, 0.233, 1.378, 0.266, 0.409, -0.313, -0.726, 0.950, 0.048, -0.606, -0.823, -0.254, 0.340, -0.610, -0.691, -0.212, 0.132, 0.246, 0.345, 0.381, -0.799, 0.454, -0.792, -0.625, 0.607, 1.011, 0.391, -0.928, -0.083, 0.303, 0.409, -0.864],
  "e_homo_ev": [-7.3906, -7.8819],
  "multiplicity": 4,
  "total_charge": 0,
  "e_lumo_ev": [0.448, 0.432]
}

=====

{
  "formula": "C3H7NO3",
  "method": "ωB97M-V/def2-TZVPD",
  "elements": ["H", "C", "H", "H", "O", "H", "C", "H", "N", "H", "O", "H", "C", "O"],
  "xyz": [[-1.108, 0.703, 0.126], [0.890, 0.700, 0.112], [-1.857, -1.969, -0.774], [-3.044, -1.039, 0.170], [0.326, 0.799, 1.397], [2.309, 1.989, -0.606], [0.482, -0.198, -0.825], [1.056, 0.900, 2.020], [2.219, 1.203, 0.030], [-1.479, -1.509, 0.897], [0.680, -0.874, -1.773], [2.910, 0.496, -0.195], [-1.979, -1.191, -0.020], [-1.406, -0.010, -0.559]],
  "mulliken_charge": [0.510, -0.112, 0.274, 0.259, -0.592, 0.228, 0.808, 0.319, -0.611, 0.266, -0.528, 0.250, -0.564, -0.509],
  "e_homo_ev": -7.6604,
  "multiplicity": 1,
  "relative_energy_kj_mol": 413.77,
  "total_charge": 0,
  "e_lumo_ev": 0.696
}

=====

- Number 3 is which compound?
  C23H21CoNO5S